[1]
Here is a 2-piece molecular cluster, C3H6BrF overall from the Open Molecules 2025 dataset. Energies are from wB97M-V/def2-TZVPD.

```
11
Properties=species:S:1:pos:R:3
C 0.37 1.69 -1.14
C -3.09 -1.96 1.17
C -2.46 -1.12 0.37
F -1.20 -1.39 -0.12
Br -3.20 0.55 -0.25
H 1.24 1.14 -1.69
H 0.65 2.65 -0.75
H 0.15 0.94 -0.29
H -0.50 1.54 -1.67
H -2.67 -2.79 1.57
H -4.14 -1.72 1.24
```

- max |F| (hartree/bohr) = 0.0936
- relative energy (zero: lowest compared OMol25 entry of this formula, charge and spin) (kcal per mole) = 38.0
- orbital gap (eV) = 10.6
- HOMO level (eV) = -10.0
- SMILES = C=C(F)Br.C
- LUMO level (Ha) = 0.025

***

[2]
Here is an isolated molecule of C3H6BrFO from the Open Molecules 2025 dataset. Energies are from wB97M-V/def2-TZVPD.

```
12
Properties=species:S:1:pos:R:3
C 1.44 0.15 0.02
C 0.03 -0.54 0.12
C -1.03 0.46 0.48
O -0.24 -1.15 -1.13
F -1.11 1.60 -0.33
Br -2.86 -0.40 0.26
H 1.33 0.85 -0.85
H 1.93 0.77 0.83
H 2.17 -0.68 -0.19
H 0.04 -1.35 0.95
H -1.17 0.72 1.49
H -0.53 -0.43 -1.65
```

- max |F| (hartree/bohr) = 0.0519
- relative energy (zero: lowest compared OMol25 entry of this formula, charge and spin) (kcal per mole) = 4.3
- orbital gap (eV) = 11.0
- HOMO level (eV) = -10.3
- SMILES = C[C@H](O)[C@@H](F)Br
- LUMO level (Ha) = 0.026

***

[3]
Here is an isolated molecule of C3H6BrN3O3 from the Open Molecules 2025 dataset. Energies are from wB97M-V/def2-TZVPD.

```
16
Properties=species:S:1:pos:R:3
C 0.29 -0.28 -1.91
C -0.78 -1.27 1.95
C 0.13 0.87 -0.85
N -0.04 -0.64 0.93
N -0.66 0.27 0.34
N 1.51 1.13 -0.16
O -1.75 0.71 0.55
O 2.44 0.45 -0.41
O 1.50 2.07 0.57
Br -0.70 2.61 -1.27
H -0.74 -0.52 -2.01
H 1.01 -1.02 -1.54
H 0.74 0.11 -2.77
H -0.36 -2.15 2.30
H -1.74 -1.66 1.51
H -0.85 -0.67 2.76
```

- max |F| (hartree/bohr) = 0.0708
- relative energy (zero: lowest compared OMol25 entry of this formula, charge and spin) (kcal per mole) = 0.0
- orbital gap (eV) = 10.2
- HOMO level (eV) = -10.4
- SMILES = C/N=[N+](\[O-])[C@@](C)(Br)[N+](=O)[O-]
- LUMO level (Ha) = -0.006

***

[4]
Here is a 2-piece molecular cluster, C3H6BrNO3 overall from the Open Molecules 2025 dataset. Energies are from wB97M-V/def2-TZVPD.

```
14
Properties=species:S:1:pos:R:3
C -1.19 -0.06 0.60
C 1.53 0.07 -0.22
C -0.50 -0.92 -0.43
N 1.05 1.16 -0.76
O 0.85 1.20 -2.14
O 0.70 2.16 -0.17
O -0.70 -0.83 -1.63
Br 0.16 -2.69 0.06
H -1.99 -0.58 1.06
H -0.71 0.17 1.53
H -1.60 0.81 0.22
H 1.68 0.23 0.90
H 1.98 -0.54 -0.96
H 0.58 0.25 -2.33
```

- max |F| (hartree/bohr) = 0.0438
- relative energy (zero: lowest compared OMol25 entry of this formula, charge and spin) (kcal per mole) = 40.2
- orbital gap (spin up / spin down) (eV) = 9.3 / 9.3
- HOMO level (spin up / spin down) (eV) = -9.6 / -9.6
- SMILES = C=[N+]([O-])O.CC(=O)Br
- LUMO level (spin up / spin down) (Ha) = -0.013 / -0.013

***

[5]
Here is C3H6BrNO4 as an isolated structure from the Open Molecules 2025 dataset. Energies are from wB97M-V/def2-TZVPD.

```
15
Properties=species:S:1:pos:R:3
C 0.41 -0.94 0.99
C -0.22 0.59 -1.03
C 0.53 0.39 0.33
N -2.03 1.09 -0.43
O -2.67 0.28 0.19
O -2.37 2.21 -0.67
O -0.38 -0.56 -1.74
O 0.32 1.60 1.07
Br 2.48 0.61 -0.40
H 0.91 -1.05 1.95
H -0.67 -1.24 1.09
H 0.99 -1.48 0.34
H 0.04 1.32 -1.68
H -0.52 -0.39 -2.70
H 0.74 1.63 1.88
```

- max |F| (hartree/bohr) = 0.0964
- relative energy (zero: lowest compared OMol25 entry of this formula, charge and spin) (kcal per mole) = 18.8
- orbital gap (eV) = 9.4
- HOMO level (eV) = -9.5
- LUMO level (Ha) = -0.001

***

[6]
Here is C3H6CaO as an isolated structure from the Open Molecules 2025 dataset. Energies are from wB97M-V/def2-TZVPD.

```
11
Properties=species:S:1:pos:R:3
C 1.51 -0.37 0.02
C 0.14 -0.62 -0.56
O -0.48 0.73 -0.34
C -1.48 0.77 0.61
Ca 1.43 1.71 -0.67
H 1.17 -0.45 1.23
H -0.35 -1.33 0.13
H -0.24 -1.07 -1.49
H -1.84 1.77 0.85
H -2.13 -0.11 0.64
H 2.28 -1.02 -0.41
```

- max |F| (hartree/bohr) = 0.0709
- total charge = +1
- spin multiplicity = 2
- orbital gap (spin up / spin down) (eV) = 7.0 / 7.4
- HOMO level (spin up / spin down) (eV) = -11.8 / -12.3
- LUMO level (spin up / spin down) (Ha) = -0.178 / -0.180